## A
The following is a DFT calculation (ωB97M-V/def2-TZVPD) of 8 unconnected molecules or ions with the total composition H16O8.

Results
total charge = 0
SMILES string = O.O.O.O.O.O.O.O
highest occupied orbital energy = -10.6 eV
frontier orbital gap = 10.21 eV
E_LUMO = -0.346 eV

CARTESIAN COORDINATES (ANGSTROEM)
O -0.065 2.979 -1.524
H -0.013 2.044 -1.269
H -0.746 3.350 -0.954
O -1.927 0.761 2.269
H -1.831 0.161 1.517
H -2.783 0.545 2.658
O -0.089 -1.767 -2.909
H -0.236 -1.050 -2.279
H -0.360 -1.406 -3.761
O -2.463 -0.650 -0.422
H -3.045 -0.982 0.271
H -2.764 -1.095 -1.225
O 1.718 1.083 2.487
H 1.145 0.325 2.262
H 2.570 0.881 2.086
O 0.246 0.236 -0.573
H 0.524 -0.239 0.225
H -0.688 -0.020 -0.699
O 0.345 -1.329 1.898
H 0.022 -1.447 2.802
H 0.848 -2.132 1.706
O 3.429 0.235 -1.514
H 2.561 0.125 -1.107
H 3.604 -0.608 -1.945

***

## B
The following is a DFT calculation (ωB97M-V/def2-TZVPD) of 8 unconnected molecules or ions with the total composition H16O8.

Results
total charge = 0
SMILES string = O.O.O.O.O.O.O.O
highest occupied orbital energy = -11.3 eV
frontier orbital gap = 10.59 eV
E_LUMO = -0.740 eV

CARTESIAN COORDINATES (ANGSTROEM)
H 0.007 1.137 1.122
H -0.535 -0.015 0.293
H -2.239 -0.685 -0.741
H -3.276 -1.722 -1.142
H 5.354 -0.027 0.897
H 4.496 1.145 1.345
H 3.410 -1.435 -1.230
H 2.946 -0.465 -2.304
H -1.892 -1.322 1.366
H -3.052 -1.172 2.336
H -1.452 1.799 1.138
H -1.662 1.374 -0.306
H -1.019 -3.585 -1.028
H 0.368 -3.924 -0.507
H -0.913 4.745 -0.768
H -1.953 3.670 -1.035
O 0.000 0.174 1.071
O -3.191 -0.818 -0.816
O 5.409 0.835 1.325
O 3.611 -0.575 -1.615
O -2.105 -1.348 2.305
O -2.079 1.867 0.410
O -0.278 -4.182 -1.175
O -1.192 4.106 -1.434

***

What should be chosen as the most stable of them? Choose A.

***

## A
The following is a DFT calculation (ωB97M-V/def2-TZVPD) of 8 unconnected molecules or ions with the total composition H16O8.

Results
total charge = 0
SMILES string = O.O.O.O.O.O.O.O
highest occupied orbital energy = -10.1 eV
frontier orbital gap = 10.04 eV
E_LUMO = -0.077 eV

CARTESIAN COORDINATES (ANGSTROEM)
H -0.555 -0.315 1.454
H -1.989 -0.211 1.821
H 2.367 -2.032 -2.110
H 0.955 -1.716 -1.672
H -2.184 1.576 -0.856
H -1.654 1.387 0.472
H -0.372 2.758 0.250
H -0.355 1.844 -0.842
H -2.447 0.588 -3.223
H -1.580 -0.565 -3.511
H 1.672 -0.156 0.871
H 3.215 -0.120 1.415
H -1.207 -1.231 4.404
H -0.123 -2.056 4.847
H 1.658 0.468 -1.693
H 3.058 -0.182 -1.688
O -1.465 -0.610 1.139
O 1.631 -2.397 -1.571
O -2.441 1.366 0.064
O -0.455 2.806 -0.637
O -1.870 -0.106 -2.782
O 2.484 0.319 0.855
O -0.426 -1.127 4.886
O 2.085 -0.289 -1.889

***

## B
The following is a DFT calculation (ωB97M-V/def2-TZVPD) of 8 unconnected molecules or ions with the total composition H16O8.

Results
total charge = 0
SMILES string = O.O.O.O.O.O.O.O
highest occupied orbital energy = -10.6 eV
frontier orbital gap = 10.30 eV
E_LUMO = -0.340 eV

CARTESIAN COORDINATES (ANGSTROEM)
O -0.190 25.486 -17.886
H 0.022 25.985 -17.100
H 0.510 24.811 -17.966
O 4.493 26.860 -15.395
H 4.016 26.663 -14.628
H 4.102 26.223 -16.022
O 2.694 21.928 -17.087
H 1.894 22.196 -17.586
H 2.389 21.723 -16.207
O 5.510 22.017 -17.860
H 6.237 21.543 -17.487
H 4.728 21.589 -17.546
O 4.241 23.617 -13.498
H 5.077 23.172 -13.408
H 4.172 23.842 -14.419
O 3.358 24.517 -16.774
H 4.212 24.406 -17.204
H 2.966 23.648 -16.899
O 6.098 24.584 -17.332
H 6.991 24.870 -17.249
H 6.139 23.720 -17.741
O 6.578 23.005 -14.900
H 6.268 22.085 -14.955
H 6.279 23.444 -15.704

***

## C
The following is a DFT calculation (ωB97M-V/def2-TZVPD) of 8 unconnected molecules or ions with the total composition H16O8.

Results
total charge = 0
SMILES string = O.O.O.O.O.O.O.O
highest occupied orbital energy = -10.8 eV
frontier orbital gap = 10.65 eV
E_LUMO = -0.127 eV

CARTESIAN COORDINATES (ANGSTROEM)
O 0.337 3.619 0.248
H 0.593 3.123 -0.534
H 0.769 3.137 0.964
O 1.600 1.509 -1.332
H 2.039 2.168 -1.880
H 1.739 0.674 -1.797
O -2.903 -2.401 1.038
H -2.575 -1.496 1.023
H -2.711 -2.698 1.933
O 0.228 -1.271 -3.101
H -0.478 -0.748 -2.710
H 0.120 -2.145 -2.715
O -2.198 -0.378 -1.153
H -2.587 -1.258 -1.231
H -2.389 0.047 -1.994
O -0.088 -0.672 0.737
H -0.776 -0.700 0.062
H 0.364 0.160 0.575
O 0.140 -2.131 3.241
H 1.090 -2.033 3.145
H -0.195 -2.002 2.346
O 2.423 1.694 1.348
H 3.099 2.376 1.368
H 2.358 1.427 0.419

***

## D
The following is a DFT calculation (ωB97M-V/def2-TZVPD) of 8 unconnected molecules or ions with the total composition H16O8.

Results
total charge = 0
SMILES string = O.O.O.O.O.O.O.O
highest occupied orbital energy = -10.5 eV
frontier orbital gap = 9.73 eV
E_LUMO = -0.801 eV

CARTESIAN COORDINATES (ANGSTROEM)
O -1.563 0.088 2.467
H -1.466 0.632 1.719
H -1.119 -0.742 2.188
O -2.789 -1.499 -0.029
H -1.931 -1.874 -0.237
H -3.140 -2.107 0.674
O 2.463 1.620 0.560
H 3.390 1.575 0.780
H 2.537 1.819 -0.351
O -0.374 1.021 -0.006
H 0.062 0.308 -0.483
H 0.362 1.579 0.217
O 2.220 0.372 2.722
H 3.108 0.186 2.989
H 2.321 0.916 1.971
O -0.264 -2.554 -2.822
H 0.282 -1.957 -2.250
H -0.748 -3.078 -2.175
O -2.767 1.725 -1.464
H -1.937 1.436 -1.139
H -3.231 1.813 -0.666
O 1.217 -0.604 -1.675
H 1.554 0.181 -1.980
H 1.817 -0.857 -0.999

***

What should be chosen as the most stable of them? Choose C.

***

## A
The following is a DFT calculation (ωB97M-V/def2-TZVPD) of 8 unconnected molecules or ions with the total composition H16O8.

Results
total charge = 0
SMILES string = O.O.O.O.O.O.O.O
highest occupied orbital energy = -11.3 eV
frontier orbital gap = 11.52 eV
E_LUMO = 0.212 eV

CARTESIAN COORDINATES (ANGSTROEM)
O -2.645 -3.997 0.779
H -1.979 -4.681 0.718
H -3.375 -4.413 1.237
O 4.273 -0.098 2.774
H 3.578 -0.042 2.118
H 4.361 -1.034 2.951
O -2.843 1.313 -2.759
H -2.939 2.265 -2.779
H -3.581 0.987 -3.275
O 0.724 -0.059 -0.377
H 0.110 0.322 -1.005
H 0.340 -0.907 -0.151
O 5.534 1.833 -1.782
H 5.638 2.712 -1.417
H 4.595 1.659 -1.724
O -1.668 -2.392 4.966
H -1.923 -2.386 4.043
H -2.458 -2.669 5.431
O -3.110 1.839 2.594
H -2.455 1.659 1.920
H -2.629 2.307 3.277
O 1.093 1.660 -5.920
H 0.143 1.553 -5.977
H 1.216 2.568 -5.644

***

## B
The following is a DFT calculation (ωB97M-V/def2-TZVPD) of 8 unconnected molecules or ions with the total composition H16O8.

Results
total charge = 0
SMILES string = O.O.O.O.O.O.O.O
highest occupied orbital energy = -10.3 eV
frontier orbital gap = 10.33 eV
E_LUMO = 0.011 eV

CARTESIAN COORDINATES (ANGSTROEM)
O 1.120 1.443 -1.093
H 0.604 2.142 -1.592
H 0.666 0.920 -0.449
O 0.442 -0.491 -3.158
H -0.184 -0.043 -2.510
H -0.109 -1.205 -3.372
O -0.215 -3.762 -1.997
H 0.033 -3.235 -1.222
H 0.587 -4.193 -2.270
O -0.500 -0.295 0.313
H -0.967 -0.265 1.200
H -0.049 -1.131 0.241
O -1.766 2.322 -0.792
H -1.967 3.153 -0.380
H -1.676 1.798 0.014
O -0.664 2.487 1.820
H -1.071 3.304 2.085
H 0.153 2.731 1.421
O 0.873 -2.701 0.219
H 1.535 -3.303 -0.149
H 1.143 -2.545 1.089
O 1.022 0.819 3.394
H 0.339 1.316 2.920
H 0.644 0.729 4.278

***

What should be chosen as the most stable of them? Choose B.

***

## A
The following is a DFT calculation (ωB97M-V/def2-TZVPD) of 8 unconnected molecules or ions with the total composition H16O8.

Results
total charge = 0
SMILES string = O.O.O.O.O.O.O.O
highest occupied orbital energy = -11.2 eV
frontier orbital gap = 11.16 eV
E_LUMO = -0.003 eV

CARTESIAN COORDINATES (ANGSTROEM)
H -0.579 -0.025 0.690
H 0.642 -0.916 0.534
H -0.093 1.682 -0.115
H 0.724 2.002 -1.355
H -1.442 -1.017 -3.567
H -1.694 -1.188 -5.056
H -2.903 -2.738 1.804
H -2.566 -3.733 2.902
H 4.952 -3.037 -1.126
H 5.155 -1.530 -1.120
H 0.250 1.624 -3.871
H 1.291 0.940 -3.000
H 0.208 2.980 2.944
H 0.340 4.318 2.235
H -2.681 -0.376 3.060
H -2.460 1.106 2.807
O -0.145 -0.795 1.076
O 0.758 1.505 -0.531
O -2.097 -0.840 -4.252
O -2.863 -2.827 2.763
O 4.751 -2.245 -0.615
O 1.174 1.351 -3.864
O 0.746 3.446 2.293
O -2.218 0.394 3.409

***

## B
The following is a DFT calculation (ωB97M-V/def2-TZVPD) of a molecular structure, H16O8.

Results
total charge = 0
highest occupied orbital energy = -9.6 eV
frontier orbital gap = 9.29 eV
E_LUMO = -0.342 eV

CARTESIAN COORDINATES (ANGSTROEM)
O 9.151 15.126 -0.344
H 8.554 14.949 0.382
H 10.025 15.032 0.035
O 9.679 12.211 0.223
H 9.780 12.083 1.167
H 10.250 12.951 0.018
O 11.463 11.997 -2.939
H 12.153 12.043 -3.601
H 11.440 12.874 -2.556
O 8.576 13.718 -4.702
H 8.463 13.708 -5.652
H 9.418 14.151 -4.564
O 11.075 13.881 0.102
H 11.875 13.690 -0.388
H 11.384 14.184 0.956
O 10.194 13.899 -2.372
H 10.324 13.673 -1.451
H 9.264 13.740 -2.530
O 10.332 15.807 -3.349
H 10.793 16.482 -2.851
H 10.193 15.099 -2.720
O 8.168 13.317 -2.722
H 8.554 12.444 -2.793
H 8.188 13.662 -3.615

***

## C
The following is a DFT calculation (ωB97M-V/def2-TZVPD) of 8 unconnected molecules or ions with the total composition H16O8.

Results
total charge = 0
SMILES string = O.O.O.O.O.O.O.O
highest occupied orbital energy = -10.4 eV
frontier orbital gap = 10.17 eV
E_LUMO = -0.194 eV

CARTESIAN COORDINATES (ANGSTROEM)
O 0.375 2.217 1.682
H -0.211 1.560 1.354
H 0.863 1.716 2.371
O -2.730 1.904 1.760
H -2.739 1.088 1.295
H -2.144 1.732 2.499
O 2.124 -1.264 -2.669
H 1.811 -0.383 -2.597
H 2.966 -1.302 -2.152
O 1.591 -0.723 1.383
H 1.739 -1.680 1.382
H 2.435 -0.334 1.106
O -0.335 -2.157 -1.762
H -0.475 -1.468 -1.182
H 0.518 -1.943 -2.107
O 1.035 1.336 -2.060
H 0.802 2.158 -1.664
H 1.391 1.471 -2.974
O -2.729 -1.052 1.708
H -3.463 -1.500 2.062
H -2.164 -1.696 1.298
O -0.579 0.167 -0.112
H 0.141 -0.352 0.298
H -0.226 0.501 -0.926

***

## D
The following is a DFT calculation (ωB97M-V/def2-TZVPD) of 8 unconnected molecules or ions with the total composition H16O8.

Results
total charge = 0
SMILES string = O.O.O.O.O.O.O.O
highest occupied orbital energy = -10.8 eV
frontier orbital gap = 10.70 eV
E_LUMO = -0.149 eV

CARTESIAN COORDINATES (ANGSTROEM)
O 1.223 1.616 -1.669
H 1.326 2.591 -1.717
H 1.377 1.352 -2.529
O 0.147 -4.557 -0.226
H -0.073 -3.599 -0.263
H 0.618 -4.565 0.642
O -0.865 -2.027 -1.260
H -1.220 -2.410 -2.046
H -1.546 -2.105 -0.588
O 0.371 -0.235 0.073
H 0.742 0.356 -0.579
H -0.151 -0.749 -0.513
O 1.302 2.853 1.212
H 2.168 2.661 0.986
H 0.729 2.648 0.499
O -1.199 3.184 -0.559
H -1.059 2.485 -1.228
H -1.554 2.644 0.134
O -1.642 1.297 1.282
H -0.940 0.753 0.957
H -1.329 2.020 1.823
O 0.287 -2.406 1.875
H 0.470 -1.806 1.138
H 0.819 -2.001 2.556

***

What should be chosen as the most stable of them? Choose D.